Model one:
DFT (the ωB97M-V functional and the def2-TZVPD basis) results for a single C4H9N molecule.

Output
Orbital gap ... 9.269 eV
Structure (SMILES) ... C=CNCC
LUMO energy ... 1.19 eV

```
! RIJCOSX wB97M-V def2-TZVPD def2/J DEFGRID3
* xyz 0 1
C 0.70090 -0.76853 1.94660
C -0.16322 -0.26865 1.07433
N -0.47704 -0.74170 -0.18426
C -0.60714 0.24384 -1.25445
C 0.46123 1.34787 -1.19390
H 0.96207 -0.31024 2.88544
H 1.31645 -1.62289 1.67280
H -0.69909 0.64607 1.31735
H 0.01481 -1.57568 -0.46768
H -0.48239 -0.25208 -2.21710
H -1.60468 0.68151 -1.26151
H 0.19952 2.11812 -0.47188
H 1.42967 0.92123 -0.93296
H 0.57065 1.81203 -2.16595
*
```

Model two:
DFT (the ωB97M-V functional and the def2-TZVPD basis) results for a single C4H9N molecule.

Output
Orbital gap ... 9.382 eV
Structure (SMILES) ... C=CNCC
LUMO energy ... 1.21 eV

```
! RIJCOSX wB97M-V def2-TZVPD def2/J DEFGRID3
* xyz 0 1
C 1.25376 -1.41905 -1.61498
C 0.52436 -0.93816 -0.62150
N 0.59938 0.44212 -0.28670
C -0.00141 0.81568 1.01189
C -1.56467 0.83710 0.80559
H 1.27970 -2.41009 -2.05210
H 2.03168 -0.79460 -2.05800
H -0.37964 -1.37411 -0.22706
H 1.56071 0.73988 -0.38756
H 0.45168 1.70385 1.43582
H 0.07753 -0.01631 1.70684
H -1.76135 0.22747 -0.07673
H -2.06249 1.80309 0.64567
H -2.00924 0.38312 1.71882
*
```

Relative to the most stable structure, the computed energies are model one 0.0; model two 9.9, all in kcal/mol.

Model one:
DFT (the ωB97M-V functional and the def2-TZVPD basis) results for a single C4H9N molecule.

Output
Orbital gap ... 10.093 eV
Structure (SMILES) ... CCN1CC1
LUMO energy ... 1.27 eV

```
! RIJCOSX wB97M-V def2-TZVPD def2/J DEFGRID3
* xyz 0 1
C -1.79792 0.30190 -0.13432
C -0.73824 -0.72606 0.06303
N 0.44200 -0.25059 -0.54604
C 1.11488 0.91328 0.03428
C 1.74159 -0.49485 -0.05764
H -2.63621 0.08383 0.40428
H -1.45993 1.29185 0.23520
H -1.97212 0.36842 -1.19133
H -0.44514 -0.99782 1.08755
H -0.99523 -1.72232 -0.35678
H 1.52503 1.56606 -0.74662
H 1.07036 1.37772 1.03344
H 1.70615 -0.96305 0.96464
H 2.44476 -0.74836 -0.78969
*
```

Model two:
DFT (the ωB97M-V functional and the def2-TZVPD basis) results for a single C4H9N molecule.

Output
Orbital gap ... 10.176 eV
Structure (SMILES) ... CC1CNC1
LUMO energy ... 1.17 eV

```
! RIJCOSX wB97M-V def2-TZVPD def2/J DEFGRID3
* xyz 0 1
C 0.48619 0.86079 1.43171
C 0.44072 -0.09619 0.26311
C -0.82465 -0.99249 -0.00136
N -0.49431 -0.90549 -1.43041
C 0.32131 0.29719 -1.22582
H -0.18734 1.70984 1.30301
H 0.28978 0.30954 2.34791
H 1.50845 1.35172 1.62392
H 1.30636 -0.79901 0.25058
H -0.90246 -2.00941 0.40941
H -1.67708 -0.41973 0.28914
H -1.30004 -0.73655 -2.00695
H -0.22241 1.23678 -1.40784
H 1.25549 0.19302 -1.84640
*
```

Model three:
DFT (the ωB97M-V functional and the def2-TZVPD basis) results for a single C4H9N molecule.

Output
Orbital gap ... 8.908 eV
Structure (SMILES) ... C=CNCC
LUMO energy ... 1.18 eV

```
! RIJCOSX wB97M-V def2-TZVPD def2/J DEFGRID3
* xyz 0 1
C 0.24365 -1.50804 1.88166
C -0.14004 -0.51685 1.07856
N -0.08476 -0.52899 -0.28360
C -0.56980 0.56486 -1.09778
C 0.45832 1.64587 -1.34994
H 0.09495 -1.45602 2.95131
H 0.67558 -2.43454 1.52124
H -0.52063 0.39703 1.52659
H 0.09340 -1.40834 -0.73579
H -0.94458 0.13571 -2.02551
H -1.45871 0.96234 -0.60308
H 1.03578 1.84849 -0.44531
H 1.19164 1.34200 -2.09175
H 0.00084 2.59190 -1.65631
*
```

Model four:
DFT (the ωB97M-V functional and the def2-TZVPD basis) results for a molecular structure, C4H9N.

Output
Orbital gap ... 10.335 eV
LUMO energy ... 0.72 eV

```
! RIJCOSX wB97M-V def2-TZVPD def2/J DEFGRID3
* xyz 0 1
C -0.97200 -1.23451 0.56382
C -0.69037 0.17659 0.10090
N -1.69447 0.99684 0.08543
H -1.52689 1.99619 -0.09279
H -0.24411 0.08470 -2.07631
H -1.72223 -1.69028 -0.10806
H -1.39068 -1.21152 1.58791
H -0.09210 -1.89574 0.57829
C 0.70667 0.73130 0.04416
C 1.81959 0.09256 0.45621
H 1.81464 -0.92302 0.82633
H 0.80018 1.79035 -0.18859
H 0.40164 0.53281 -2.08505
H 2.79012 0.55372 0.30774
*
```

Relative to the most stable structure, the computed energies are model one 27.9; model two 11.2; model three 0.0; model four 38.8, all in kcal/mol.

Model one:
DFT (the ωB97M-V functional and the def2-TZVPD basis) results for a single C4H9N molecule.

Output
Orbital gap ... 10.276 eV
Structure (SMILES) ... C=NCCC
LUMO energy ... 1.09 eV

```
! RIJCOSX wB97M-V def2-TZVPD def2/J DEFGRID3
* xyz 0 1
C -1.75992 0.34092 -1.84623
N -1.31389 -0.66809 -1.19271
C -0.06159 -0.74257 -0.39409
C 0.35534 0.47130 0.47166
C 1.23915 -0.01103 1.67608
H -1.39699 1.33747 -1.85346
H -2.63885 0.16342 -2.49510
H -0.27403 -1.74736 0.12443
H 0.82246 -1.10519 -1.09275
H 1.11419 1.16924 0.04371
H -0.41972 1.23002 0.74245
H 1.19864 -1.08288 1.90234
H 2.31996 0.17014 1.40030
H 0.81524 0.47463 2.51337
*
```

Model two:
DFT (the ωB97M-V functional and the def2-TZVPD basis) results for a molecular structure, C4H9N.

Output
Orbital gap ... 8.149 eV
LUMO energy ... 0.47 eV

```
! RIJCOSX wB97M-V def2-TZVPD def2/J DEFGRID3
* xyz 0 1
C -1.94719 0.31136 0.39053
C -0.88346 -0.64062 -0.42023
C 0.43063 -0.06198 -0.27225
C 1.60189 -1.00677 0.11048
N 0.94952 1.27735 -0.00996
H -2.64396 0.73874 -0.34294
H -2.56011 -0.35260 1.02094
H -1.54384 1.10882 0.99678
H -1.44121 -1.00965 -1.24707
H 2.45519 -0.75831 -0.48403
H 1.26732 -2.04466 -0.08768
H 1.79372 -0.86142 1.18769
H 0.36008 0.66361 0.72969
H 0.45492 1.96211 -0.55491
*
```

Model three:
DFT (the ωB97M-V functional and the def2-TZVPD basis) results for 2 unconnected molecules or ions with the total composition C4H9N.

Output
Orbital gap (spin up / spin down) ... 9.475 / 7.999 eV
LUMO energy (spin up / spin down) ... 0.47 / -0.03 eV

```
! RIJCOSX wB97M-V def2-TZVPD def2/J DEFGRID3
* xyz 0 1
C -2.08608 1.41917 -0.45249
C 1.54177 -0.63419 1.07814
C 0.83642 -0.10933 -0.18112
C -0.27456 -0.95476 -0.69549
N -2.36298 0.33188 -0.87632
H -2.68533 2.36323 -0.34100
H -1.10945 1.74743 -0.07725
H 1.70258 -1.71458 1.12665
H 2.54747 -0.19429 1.11900
H 0.93449 -0.51949 2.02846
H 1.59527 -0.20444 -0.96803
H 0.65153 0.93388 0.01850
H -0.23715 -1.18072 -1.67056
H -1.05397 -1.28380 -0.10849
*
```

Relative to the most stable structure, the computed energies are model one 0.0; model two 79.3; model three 58.8, all in kcal/mol.

Model one:
DFT (the ωB97M-V functional and the def2-TZVPD basis) results for 2 unconnected molecules or ions with the total composition C4H9N.

Output
Orbital gap ... 8.978 eV
Structure (SMILES) ... C=NC.C=C
LUMO energy ... 0.47 eV

```
! RIJCOSX wB97M-V def2-TZVPD def2/J DEFGRID3
* xyz 0 1
C 3.13013 2.82260 -0.43655
N 2.63269 2.59710 -1.61910
C 1.64288 3.43215 -2.20122
H 3.27710 1.90071 0.16610
H 3.72810 3.71269 -0.24797
H 0.55989 3.17842 -2.08151
H 1.85756 4.41536 -1.75000
H 1.84755 3.52063 -3.37178
C -3.49293 -4.80493 1.74465
C -2.68809 -3.71663 1.92532
H -4.60462 -4.72744 1.94668
H -3.19464 -5.83578 1.73549
H -2.96024 -2.79768 1.50422
H -1.73540 -3.69721 2.68566
*
```

Model two:
DFT (the ωB97M-V functional and the def2-TZVPD basis) results for a molecular structure, C4H9N.

Output
Orbital gap ... 5.859 eV
LUMO energy ... -0.78 eV

```
! RIJCOSX wB97M-V def2-TZVPD def2/J DEFGRID3
* xyz 0 1
C -0.95991 -0.17098 -1.64662
N 0.47108 -1.51168 0.29672
C 0.63963 -0.11839 0.22127
C -0.46789 0.60475 -0.52866
C 0.54270 0.45059 1.70014
H -1.44321 -0.18004 -0.50830
H -1.73178 0.15686 -2.33370
H -0.39736 -0.99850 -2.04415
H 0.83055 -1.91690 -0.57293
H 1.54847 0.31059 -0.24475
H -0.69666 1.66095 -0.39650
H -0.40196 0.10336 2.10439
H 0.66078 1.54163 1.71152
H 1.40556 0.06777 2.24157
*
```

Model three:
DFT (the ωB97M-V functional and the def2-TZVPD basis) results for 2 unconnected molecules or ions with the total composition C4H9N.

Output
Orbital gap ... 10.875 eV
Structure (SMILES) ... C=NC.C=C
LUMO energy ... 1.07 eV

```
! RIJCOSX wB97M-V def2-TZVPD def2/J DEFGRID3
* xyz 0 1
C -2.15664 -0.17617 0.56227
N -1.53922 -1.15543 0.02325
C -1.43852 -1.04652 -1.44084
H -2.36428 -0.27264 1.65330
H -2.56441 0.74292 0.05323
H -2.44507 -1.28107 -1.87184
H -1.14793 -0.05863 -1.74900
H -0.67660 -1.79922 -1.74757
C 2.71271 1.60895 0.07372
C 2.50195 0.66103 1.04044
H 3.70531 1.79082 -0.50694
H 2.00060 2.44864 0.03058
H 2.90319 -0.30428 0.85148
H 1.64667 0.53774 1.71040
*
```

Relative to the most stable structure, the computed energies are model one 52.3; model two 73.6; model three 0.0, all in kcal/mol.